A 9-piece molecular cluster, C35H67BrF8N2O10S overall at a distorted geometry. Source: the Open Molecules 2025 dataset; level of theory: wB97M-V/def2-TZVPD.

Highest occupied orbital energy   -8.847 eV
Energy relative to the best compared isomer or geometry (same formula, charge and spin)   0.0 kJ/mol
E_LUMO   -0.24 eV
SMILES   COCCCc1nc2cc(Br)c(S)cc2nc1CCOCC(F)(F)C(F)(F)C(F)(F)C(F)F.CCO.CCO.CCO.CCO.CCO.CCO.CCO.CCO

XYZ file:
```
124
Properties=species:S:1:pos:R:3:forces:R:3
Br -8.110732 -0.326891 -4.501250 0.19 -0.04 -0.04
S -5.578943 -1.591189 -6.291111 0.34 0.07 -0.22
F 4.907863 1.142872 -3.183533 0.12 0.00 -0.03
F 4.484432 -0.495907 -0.128385 -0.02 0.16 0.19
F 6.245812 0.251738 -1.236583 -0.04 0.27 0.41
F 5.263871 -1.607962 -3.339606 -0.02 0.07 -0.14
F 3.125112 0.005826 -2.737693 -0.29 -0.11 0.28
F 6.342426 -2.210986 -1.547852 0.06 -0.14 0.10
F 4.429495 2.202981 -0.326956 0.24 -0.33 0.13
F 3.640146 2.955045 -2.202856 0.29 0.19 0.12
O 6.797023 -5.480721 -1.476789 0.02 -0.30 -0.10
O 2.469509 2.879769 2.775743 -0.04 -0.20 -0.14
O -7.173198 -0.178742 6.654095 -0.15 -0.18 0.01
O 1.324154 2.111187 -1.946884 -0.14 0.06 0.32
O -4.912608 1.443100 0.525759 0.29 -0.14 -0.62
O -6.956895 -1.649002 -0.469642 -0.38 -0.52 -0.27
O 11.245197 -0.737413 -0.912370 0.12 0.12 0.08
O 5.382066 -9.185895 -1.669724 -0.13 -0.15 -0.04
O -7.018119 3.355702 2.390260 -0.05 0.12 0.07
O -0.746584 5.931486 -0.211998 0.22 -0.01 -0.13
N -2.353890 1.510140 -3.767972 -0.90 0.54 0.53
N -4.495274 2.586895 -2.204855 0.26 -0.06 -0.36
C 3.854589 2.530883 2.710100 -0.02 0.38 0.19
C 8.170971 -5.852910 -1.569481 -0.09 0.45 0.22
C 6.951596 -10.056464 -0.047038 0.01 -0.05 0.08
C -2.990689 3.969917 -0.946530 -1.11 -0.51 0.00
C -7.529123 2.481472 3.391108 0.34 -0.11 -0.21
C -0.789080 2.940600 -2.634151 0.07 -0.44 -0.38
C 3.612897 1.900923 -1.350887 -1.28 0.49 -1.05
C -7.710941 -1.386491 7.189654 0.20 0.15 0.26
C 10.899468 0.467419 -1.592187 -0.24 -0.26 -0.08
C -3.253770 2.957280 -2.038226 -0.27 0.00 0.02
C -4.713113 1.651525 -3.173201 -0.19 0.25 0.29
C -2.193836 2.424093 -2.847005 0.90 0.39 0.17
C -8.334837 -1.157138 8.553769 -0.05 0.05 -0.03
C -0.030443 2.199248 -1.535743 -0.12 0.39 0.17
C 9.454914 0.852883 -1.334224 0.03 0.00 0.06
C -9.122893 -2.664460 -0.918521 -0.01 0.09 -0.02
C -4.862604 0.181736 -0.122095 -0.47 -0.05 -0.09
C -6.033018 1.194270 -3.386049 -0.32 -0.15 -0.13
C 0.504052 6.597902 -0.387587 -0.10 0.07 0.33
C 8.897985 -5.539974 -0.274413 0.04 -0.08 0.00
C 5.179242 -1.681531 -2.006467 -0.14 0.03 0.45
C -6.427652 1.972298 4.301686 0.02 0.06 0.07
C -3.658469 1.128378 -3.924759 0.12 -0.80 -0.82
C -5.238660 -0.323569 -5.082507 -0.64 -0.33 0.21
C -6.309064 0.224101 -4.312203 0.59 0.48 0.33
C -3.633754 2.046753 0.678912 -0.40 0.51 1.08
C 4.562746 2.841313 4.015156 -0.08 -0.06 0.05
C -7.628946 -2.692043 -1.178138 -0.12 -0.02 0.33
C 5.020779 -0.282267 -1.348790 0.23 -0.57 -0.92
C 1.440315 6.328299 0.776078 0.01 -0.09 0.01
C 6.145161 -10.328751 -1.302893 0.22 0.36 0.00
C -3.960906 0.137641 -4.890048 -0.31 -0.29 -0.27
C -3.729176 3.548830 0.343044 0.34 -0.38 0.00
C 2.152694 1.746979 -0.886129 0.63 -0.51 0.20
C 4.142963 0.685796 -2.178211 0.64 0.25 0.22
H 7.533272 -10.931821 0.247458 0.03 0.03 0.00
H -6.501856 0.138623 7.266288 0.01 0.03 -0.02
H -8.458779 -1.741899 6.482665 0.05 0.06 -0.08
H -4.678270 -0.614064 0.607283 0.21 -0.05 -0.07
H 0.934175 6.227287 -1.316994 -0.10 -0.04 -0.03
H -8.266776 3.045398 3.961121 -0.02 0.05 -0.07
H -0.092320 2.776132 -0.603110 0.07 -0.04 0.06
H -1.938952 4.134245 -0.776445 0.05 0.10 0.03
H -9.540603 -1.701473 -1.214215 0.02 -0.01 -0.06
H -9.125882 -0.409621 8.488318 -0.03 -0.04 -0.03
H 8.779040 0.067608 -1.679207 0.00 0.04 -0.09
H 4.095179 2.301524 4.839270 0.03 -0.05 -0.02
H -8.756130 -2.080764 8.953273 0.02 0.01 0.02
H -5.676797 1.423608 3.726208 -0.06 -0.06 -0.02
H -6.828242 1.312339 5.071644 0.04 0.01 -0.11
H -9.632400 -3.453966 -1.472873 -0.01 -0.01 0.02
H -5.917115 2.809084 4.783195 -0.05 0.04 0.00
H 2.399336 6.827798 0.631673 -0.01 0.01 0.02
H 11.074535 0.333406 -2.665003 0.02 0.16 -0.02
H 8.432586 -6.068239 0.558333 0.01 -0.05 -0.03
H -6.914162 -2.134761 7.255143 -0.10 -0.11 -0.02
H 3.905332 1.465310 2.490366 -0.11 0.00 -0.05
H -3.475209 4.885869 -1.291841 0.42 0.29 0.03
H 4.316297 3.073956 1.882854 0.13 -0.09 0.01
H -0.250637 2.779630 -3.567405 0.03 -0.08 0.00
H 1.002262 6.680721 1.713346 0.03 0.09 -0.02
H 1.993959 0.698234 -0.602606 -0.07 0.04 0.16
H 9.198746 1.781354 -1.847135 -0.04 -0.02 -0.01
H 4.361123 -2.327829 -1.687984 -0.08 -0.07 -0.23
H 10.662910 -1.431490 -1.235010 0.00 -0.02 0.01
H -0.444097 1.208547 -1.313302 0.03 -0.10 -0.27
H -7.423110 -2.538761 -2.236814 0.08 0.08 0.03
H -3.354828 4.112091 1.199218 0.09 0.17 -0.12
H 9.280342 0.982082 -0.265374 0.04 0.05 0.00
H -0.770832 4.008634 -2.429441 -0.07 0.05 -0.02
H -3.378491 1.954518 1.742341 0.19 -0.06 -0.04
H 11.574507 1.241203 -1.230091 0.07 -0.08 0.04
H -6.829708 1.627007 -2.796832 0.08 0.04 0.09
H -8.037400 1.641675 2.903532 -0.09 -0.03 0.13
H 5.445401 -11.147080 -1.140088 -0.08 0.06 -0.06
H 6.767724 -4.535643 -1.299623 -0.05 0.04 -0.02
H 6.292750 -9.780236 0.776589 -0.03 -0.05 -0.01
H -4.788368 3.779548 0.257109 -0.05 0.00 -0.06
H -1.144043 6.259474 0.601080 -0.04 -0.01 -0.01
H 7.637768 -9.220285 -0.204998 0.06 -0.06 -0.03
H -9.332386 -2.796742 0.145837 0.00 -0.09 -0.01
H -5.952963 -2.574390 -5.453875 0.00 0.20 0.08
H 8.627875 -5.320946 -2.410478 0.12 -0.13 -0.02
H 0.324415 7.671938 -0.495379 0.12 0.01 -0.08
H 6.806658 -10.600985 -2.133017 0.01 -0.16 0.06
H -2.853088 1.513636 0.130331 -0.10 0.04 -0.26
H 1.614351 5.255412 0.881625 0.03 -0.01 -0.07
H -4.102305 0.166659 -0.908552 0.18 -0.04 0.13
H 4.495293 3.907146 4.246574 0.08 0.02 -0.05
H 5.998011 -8.461630 -1.821445 -0.11 0.10 0.01
H -7.204731 -3.656432 -0.879689 -0.03 -0.05 -0.12
H 2.022046 2.366774 0.008598 -0.04 0.11 -0.05
H -5.816515 -0.053019 -0.612042 0.40 0.54 0.40
H -3.185842 -0.291971 -5.509436 0.23 0.09 0.18
H 9.948541 -5.829583 -0.331503 0.01 0.04 0.02
H -7.121393 -1.777545 0.470596 0.00 0.04 0.00
H 8.209972 -6.921907 -1.778965 -0.12 0.00 -0.05
H 8.843470 -4.471840 -0.050996 0.07 0.01 -0.05
H -6.374208 2.854516 1.875865 -0.01 -0.08 -0.13
H -7.590830 -0.781242 9.260117 0.02 -0.09 0.02
H 5.616323 2.563078 3.965439 0.00 0.03 0.00
H 2.414807 3.823128 2.956657 -0.02 0.00 0.03
```
Positions in Å, forces in eV/Å.

Mulliken atomic charge list, values in e, 99 entries: number 1, Br, carries -0.095; number 2, S, carries -0.245; number 3, F, carries -0.310; number 4, F, carries -0.289; number 5, F, carries -0.247; number 6, F, carries -0.272; number 7, F, carries -0.339; number 8, F, carries -0.281; number 9, F, carries -0.252; number 10, F, carries -0.342; number 11, O, carries -0.451; number 12, O, carries -0.514; number 13, O, carries -0.477; number 14, O, carries -0.317; number 15, O, carries -0.187; number 16, O, carries -0.399; number 17, O, carries -0.501; number 18, O, carries -0.501; number 19, O, carries -0.571; number 20, O, carries -0.390; number 21, N, carries -0.638; number 22, N, carries -0.402; number 23, C, carries 0.149; number 24, C, carries -0.172; number 25, C, carries -0.860; number 26, C, carries -0.209; number 27, C, carries -0.276; number 28, C, carries -1.401; number 29, C, carries 0.906; number 30, C, carries -0.263; number 31, C, carries -0.359; number 32, C, carries 0.484; number 33, C, carries -0.359; number 34, C, carries 1.044; number 35, C, carries -1.051; number 36, C, carries -0.299; number 37, C, carries -0.719; number 38, C, carries -1.107; number 39, C, carries -0.641; number 40, C, carries -0.503; number 41, C, carries -0.369; number 42, C, carries -1.049; number 43, C, carries 0.010; number 44, C, carries -0.528; number 45, C, carries 0.303; number 46, C, carries -0.094; number 47, C, carries 0.038; number 48, C, carries -0.756; number 49, C, carries -1.271; number 50, C, carries -0.159; number 51, C, carries 0.520; number 52, C, carries -0.885; number 53, C, carries -0.247; number 54, C, carries -0.409; number 55, C, carries -0.876; number 56, C, carries -0.690; number 57, C, carries 0.647; number 58, H, carries 0.327; number 59, H, carries 0.252; number 60, H, carries 0.289; number 61, H, carries 0.230; number 62, H, carries 0.294; number 63, H, carries 0.315; number 64, H, carries 0.245; number 65, H, carries -0.221; number 66, H, carries 0.266; number 67, H, carries 0.277; number 68, H, carries 0.122; number 69, H, carries 0.298; number 70, H, carries 0.337; number 71, H, carries 0.217; number 72, H, carries 0.096; number 73, H, carries 0.355; number 74, H, carries 0.244; number 75, H, carries 0.393; number 76, H, carries 0.257; number 77, H, carries 0.270; number 78, H, carries 0.249; number 79, H, carries 0.201; number 80, H, carries 0.337; number 81, H, carries 0.167; number 82, H, carries 0.576; number 83, H, carries 0.396; number 84, H, carries 0.248; number 85, H, carries 0.340; number 86, H, carries 0.354; number 87, H, carries 0.280; number 88, H, carries 0.370; number 89, H, carries 0.158; number 90, H, carries 0.478; number 91, H, carries 0.278; number 92, H, carries 0.388; number 93, H, carries 0.579; number 94, H, carries 0.307; number 95, H, carries 0.559; number 96, H, carries 0.232; number 97, H, carries 0.294; number 98, H, carries 0.233; number 99, H, carries 0.255